Formula: C77H85BHfI2N4OP2Si2
Source: the Open Molecules 2025 dataset
Level of theory: ωB97M-V/def2-TZVPD

## Properties
LUMO energy (eV): -0.29
Total charge: 0
HOMO energy (eV): -6.7
Maximum force (eV/Å): 2.43
Total energy (eV): -141756.643
Kohn-Sham gap (eV): 6.455
Energy relative to the best compared isomer or geometry (same formula, charge and spin) (kcal per mole): 0.0

Structure (XYZ):
```
175
Properties=species:S:1:pos:R:3:forces:R:3
Hf -0.47171 0.31893 0.17150 -0.1077 -0.3296 2.1351
C 4.19081 -0.97765 -0.53897 -0.3285 0.0173 0.1390
N 4.02858 -1.95206 0.49052 -0.0028 0.0840 -0.0200
C 3.94766 -1.39324 1.80836 -0.2256 0.2933 0.1308
P 2.16592 -1.05100 2.38621 1.0542 -1.0185 0.6608
C 2.03473 -2.73795 3.14440 -0.2136 0.2678 -0.1300
C 1.62315 -3.73492 2.26722 0.0052 0.1531 0.1066
C 1.57892 -5.05828 2.65937 0.0427 -0.1550 -0.0415
C 1.94990 -5.40628 3.94605 0.0619 -0.0707 -0.0623
C 2.37963 -4.42465 4.82321 0.0497 0.0022 0.1462
C 2.42226 -3.09740 4.42989 0.0641 0.0273 0.0765
C 2.63836 -0.05478 3.86889 -0.2172 0.1081 -0.1105
C 3.74034 0.79184 3.94358 0.1024 -0.2007 -0.1133
C 4.02175 1.49244 5.10675 0.0118 0.0427 0.1359
C 3.19634 1.38122 6.21147 0.0970 0.0526 -0.0559
C 2.05895 0.59362 6.12893 -0.1167 -0.1195 0.0811
C 1.78355 -0.10321 4.96911 0.1338 0.0029 0.0146
C 4.26535 -3.29650 0.23476 0.0813 -0.3967 -0.0852
C 4.14371 -3.79519 -1.06815 0.0133 0.2149 -0.0012
C 4.42700 -5.11353 -1.36308 0.0780 -0.0645 0.0353
C 4.83150 -5.98558 -0.36827 0.0080 -0.1622 -0.0590
C 4.92034 -5.51845 0.93163 0.0453 0.0086 -0.0763
C 4.63962 -4.20102 1.23326 0.0403 0.1370 0.1306
P 2.61695 -0.19193 -1.31163 0.9124 0.0867 -0.7004
C 2.65324 -0.99329 -2.97752 -0.4208 0.0866 0.2672
C 3.81873 -1.30395 -3.67671 0.0509 -0.0681 0.0325
C 3.76112 -1.95282 -4.89864 0.0979 -0.0064 -0.0653
C 2.53856 -2.30950 -5.44171 -0.0823 0.0115 0.0442
C 1.37433 -2.00495 -4.75728 -0.1406 -0.0217 -0.1502
C 1.43019 -1.34451 -3.54311 0.1501 -0.0097 0.0935
C 3.55148 1.36606 -1.63826 -0.3447 0.0471 0.1023
C 3.65940 2.20939 -0.53687 -0.0466 -0.1432 -0.0514
C 4.45551 3.33596 -0.58497 0.1332 -0.0046 0.0168
C 5.14980 3.64037 -1.74306 0.0214 0.0586 0.0166
C 5.02038 2.82516 -2.85373 0.0821 0.0541 -0.0930
C 4.22661 1.69184 -2.80804 -0.0349 -0.0792 0.0320
H 4.79394 -1.39667 -1.34464 -0.1024 0.1257 -0.0101
H 4.73770 -0.11916 -0.12671 -0.1196 -0.1789 -0.1200
H 4.48369 -0.44121 1.80413 0.0209 -0.1398 0.0097
H 4.41571 -2.03648 2.55393 -0.0464 0.1654 -0.0399
H 1.35281 -3.46297 1.26032 -0.0682 -0.0198 -0.1878
H 1.25408 -5.81387 1.96064 -0.0382 -0.0743 -0.0867
H 1.92692 -6.43875 4.26156 -0.0436 -0.1036 0.0216
H 2.69442 -4.69181 5.82212 -0.0057 -0.0223 0.0885
H 2.76493 -2.34915 5.13136 0.0275 0.0026 0.0035
H 4.39515 0.94288 3.09723 0.0184 -0.0376 0.0063
H 4.88561 2.14156 5.13745 0.0518 0.0279 0.0044
H 3.42727 1.91057 7.12492 0.0045 0.0726 0.0327
H 1.38260 0.53068 6.97069 -0.0703 -0.0186 0.0291
H 0.89258 -0.69939 4.90020 -0.1060 -0.0668 0.0971
H 3.80707 -3.15506 -1.86744 -0.0430 0.0779 -0.0769
H 4.32946 -5.45101 -2.38560 -0.0137 -0.0482 -0.0512
H 5.07607 -7.00950 -0.60057 -0.0164 -0.1453 -0.0239
H 5.22777 -6.18121 1.72753 -0.0015 -0.0554 0.0682
H 4.72594 -3.89194 2.26177 -0.0462 0.0442 0.1147
H 4.79159 -1.04831 -3.27855 -0.0001 0.0028 0.0096
H 4.67477 -2.18780 -5.42628 0.0672 0.0035 -0.0056
H 2.48828 -2.82236 -6.39146 0.0241 -0.0421 -0.0455
H 0.41872 -2.29369 -5.16817 -0.0873 0.0022 -0.0393
H 0.51397 -1.11651 -3.00969 -0.0713 -0.0100 -0.0227
H 3.10967 1.96821 0.36169 -0.0608 0.0582 0.1764
H 4.53341 3.97180 0.28297 0.0018 0.0969 0.1036
H 5.78464 4.51204 -1.78417 0.0619 0.1160 -0.0059
H 5.55010 3.06483 -3.76355 0.0567 0.0341 -0.1029
H 4.14612 1.06922 -3.68773 -0.0317 0.0453 -0.0072
I 2.46867 3.70817 2.66146 -0.2807 -0.0867 0.1925
C 0.85686 2.54473 3.33989 0.4352 0.2857 -0.4746
C 0.30815 2.83856 4.57792 0.1039 0.0597 -0.1816
C -0.88218 2.26183 4.93624 -0.5570 -0.1096 0.4900
I -1.77910 2.81647 6.77705 0.2013 -0.1008 -0.4761
C -1.54947 1.38270 4.06401 1.1106 0.2314 -0.3293
C -2.94385 1.23002 3.95544 -1.0549 -0.4298 -0.6270
C -3.43339 0.91259 2.69387 0.1346 1.1900 0.9169
C -2.61161 0.34673 1.73134 0.8830 -0.3874 -1.4859
N -1.38530 -0.27050 2.27649 0.1271 0.5209 -0.7539
C -0.78192 0.85338 2.98764 0.0334 0.2507 0.6210
C 0.34127 1.53828 2.51217 0.1032 0.4481 0.8811
O 0.88375 1.26909 1.31816 -0.2741 0.1808 -0.6029
H 0.78781 3.56139 5.21826 0.0357 0.0585 0.0652
H -3.59040 1.62114 4.72342 -0.0923 0.0694 0.0427
H -4.43295 1.22777 2.44196 -0.2522 -0.2432 -0.0579
H -3.03968 -0.18574 0.87813 -0.0934 -0.1452 0.0893
C 0.65141 -3.39347 -1.25794 -0.1515 0.6770 0.3690
Si -0.72223 -2.31740 -0.36749 -0.7325 -2.0792 -1.0190
C -2.22042 -2.41857 -1.62056 0.5321 0.3324 0.3291
C -1.32326 -3.61963 0.93927 0.2204 0.8733 -0.0171
C -1.45432 -4.92844 0.47195 0.0061 0.1092 -0.1909
C -1.72122 -5.98702 1.31283 -0.0138 -0.1226 0.0348
C -1.83253 -5.75500 2.67118 -0.1020 -0.1039 0.0885
C -1.75435 -4.46328 3.14297 -0.0544 0.0170 0.1193
C -1.52855 -3.37409 2.30211 0.0191 0.5722 0.0767
Si -1.88192 -1.73463 3.21131 -0.6970 -1.4825 0.9230
C -1.19935 -1.86966 4.99590 0.0714 0.1539 -0.7179
C -3.79082 -1.90774 3.41507 0.5495 0.3156 -0.1487
H 0.40082 -3.58664 -2.29729 -0.1076 0.0492 -0.1620
H 0.79059 -4.35610 -0.77357 -0.0568 -0.0680 0.1631
H 1.62004 -2.89943 -1.24845 0.1073 0.0101 0.0049
H -2.30388 -3.40495 -2.06774 0.1378 -0.2649 -0.0111
H -2.13662 -1.70055 -2.43364 0.0133 0.1070 -0.1600
H -3.16832 -2.22007 -1.12583 -0.1721 0.1310 0.1364
H -1.34556 -5.12336 -0.58536 0.0561 -0.0442 -0.1410
H -1.83242 -6.98589 0.91833 0.0152 -0.1144 -0.0665
H -2.00941 -6.56941 3.35536 -0.0085 -0.1420 0.1070
H -1.87452 -4.29051 4.19919 -0.0571 -0.0578 0.2953
H -1.88332 -2.45698 5.60140 -0.2623 -0.1165 -0.0636
H -1.10120 -0.90781 5.48929 -0.0057 0.1973 0.0172
H -0.24057 -2.38078 5.01523 0.1627 -0.0755 0.0099
H -4.00849 -2.86312 3.88460 0.1958 -0.2643 0.0572
H -4.30039 -1.90770 2.45737 -0.0421 -0.0320 -0.2319
H -4.24585 -1.13335 4.02305 0.0733 0.0745 0.1067
C -6.50838 1.86230 -0.49419 0.2654 -0.0324 0.0528
C -5.45309 0.76053 -0.35163 -0.1304 -0.0151 0.0773
C -5.98456 -0.35036 0.55731 0.2046 0.1388 -0.0727
C -5.07021 0.21876 -1.71030 0.2355 0.1293 0.1553
C -5.95894 -0.63278 -2.35712 0.0579 -0.0002 -0.0367
C -5.71295 -1.09033 -3.63418 -0.0362 0.0049 0.0333
C -4.56664 -0.68577 -4.28686 0.0484 0.0204 0.0434
C -3.65282 0.15999 -3.67700 0.1223 0.0680 0.1675
C -2.47614 0.66545 -4.47790 -0.0002 0.0007 -0.1315
C -1.84772 -0.42195 -5.34994 0.0040 0.1837 0.2092
C -2.91800 1.84898 -5.34870 0.1655 -0.0290 0.2068
C -3.89266 0.60213 -2.36451 -0.2159 -0.4502 -0.1562
N -3.05114 1.62739 -1.82055 -0.3358 0.0211 -0.1105
B -1.71404 1.74368 -1.22678 -0.6710 0.4098 -0.6999
N -1.48678 3.17066 -1.33724 0.1190 0.1858 0.0247
C -2.57708 3.80662 -1.89898 -0.2905 -0.0715 -0.0712
C -3.51095 2.88770 -2.18145 0.1306 0.3495 0.0933
C -0.30289 3.94920 -1.21011 0.5025 0.1630 0.0835
C -0.07344 4.78409 -0.11555 0.0186 -0.0647 0.0933
C 1.10881 5.51991 -0.09251 0.0470 -0.0327 -0.1337
C 2.03849 5.43561 -1.10355 -0.0966 0.0843 0.0520
C 1.76932 4.66070 -2.21441 -0.0857 -0.0170 -0.0071
C 0.58545 3.94846 -2.30227 -0.0814 -0.0377 -0.0651
C 0.22857 3.21712 -3.57906 0.1209 -0.1539 -0.0744
C 0.62116 3.99106 -4.83761 -0.1620 -0.0841 0.1942
C 0.89355 1.84327 -3.60074 -0.2882 0.1953 0.0501
C -1.03516 5.07773 1.01754 -0.2788 -0.0236 -0.0348
C -2.03536 3.98807 1.39331 0.2868 -0.0127 0.1046
C -1.78037 6.37849 0.68544 0.1644 -0.0805 0.1659
H -6.82272 2.20621 0.48881 -0.0771 0.0768 0.1127
H -7.38009 1.49089 -1.02710 -0.1383 -0.0533 -0.0606
H -6.10508 2.71137 -1.03887 -0.0311 0.1289 -0.0576
H -4.57069 1.20990 0.11086 0.0240 -0.0525 -0.0703
H -6.02516 -0.00847 1.58685 -0.0555 0.0007 0.1747
H -6.98979 -0.64765 0.27278 -0.1418 -0.0673 -0.0495
H -5.34445 -1.22821 0.50626 0.0496 -0.1386 0.0709
H -6.87431 -0.91672 -1.86346 -0.1087 -0.0626 0.0976
H -6.42314 -1.73526 -4.12947 -0.0658 -0.0786 -0.0352
H -4.39353 -1.00456 -5.30125 0.0463 -0.0983 -0.1570
H -1.71499 1.01255 -3.77451 -0.0492 0.0028 -0.0603
H -2.47457 -0.66697 -6.20400 -0.0709 -0.0589 -0.0916
H -1.68273 -1.32685 -4.76957 0.0441 -0.1642 0.0083
H -0.89092 -0.07447 -5.73372 0.1142 0.0004 -0.0874
H -3.73056 1.55584 -6.01130 -0.0621 -0.0770 -0.0853
H -2.08601 2.19956 -5.95555 0.1107 0.0826 -0.1209
H -3.26134 2.67549 -4.73109 -0.0218 0.0654 -0.0304
H -2.59349 4.86487 -2.07482 0.0285 0.1715 -0.0065
H -4.47308 3.02080 -2.64003 -0.0962 0.0099 -0.0632
H 1.30021 6.17148 0.74500 -0.0119 0.0770 0.1914
H 2.95719 5.99513 -1.03615 0.1740 0.0938 -0.0240
H 2.48495 4.62412 -3.01895 0.0910 -0.0083 -0.1826
H -0.85620 3.08467 -3.60735 0.0676 -0.0079 0.0701
H 1.70050 4.02509 -4.95568 0.1659 0.0596 -0.0674
H 0.23911 5.00771 -4.80336 -0.0169 0.1475 -0.0475
H 0.20478 3.49488 -5.71172 -0.0118 -0.0416 -0.1346
H 1.96843 1.95992 -3.69717 0.0645 -0.0375 0.0253
H 0.53884 1.25218 -4.44088 -0.0646 -0.1683 -0.1063
H 0.68018 1.30879 -2.66698 0.0244 -0.0099 -0.2182
H -0.41164 5.26660 1.89887 -0.0028 -0.0206 -0.0375
H -2.85296 3.92912 0.67995 -0.0753 -0.1180 -0.0624
H -2.46039 4.21397 2.36993 -0.0337 0.0008 0.1285
H -1.54712 3.01294 1.45536 -0.1880 0.0694 0.0384
H -2.41138 6.24195 -0.19000 -0.0942 -0.0163 -0.0892
H -1.07978 7.18381 0.47634 0.0235 0.1140 -0.0146
H -2.41206 6.67244 1.52048 -0.1087 0.0661 0.0886
```
Forces are in eV/Å.